A structure of composition C42H59BrN5NdO2Si in a non-equilibrium geometry, computed with the ωB97M-V functional and the def2-TZVPD basis.

Structure (ORCA input):
```
! RIJCOSX wB97M-V def2-TZVPD def2/J DEFGRID3
* xyz 2 4
H -6.67 -0.41 -1.51
C -3.24 -0.90 1.58
C -2.85 -3.26 6.46
H -5.67 -2.56 1.43
H 6.20 -3.74 3.45
H -3.91 -0.83 2.43
C 2.01 2.86 0.87
C -1.98 -1.41 4.26
C -3.76 -0.93 0.30
C -5.94 0.15 0.96
C 1.60 -0.64 -6.34
H 5.32 1.30 -4.24
H -0.65 1.31 -1.95
C -1.46 -1.08 -0.46
H 2.93 4.64 0.21
H 4.38 0.12 -3.31
C -5.27 -0.89 0.05
H -1.18 2.18 1.15
O 4.35 2.83 0.70
C -0.59 2.06 -5.36
H -0.59 3.98 -3.47
H -0.08 -2.38 -5.01
C 3.38 2.22 1.06
C 4.09 -3.80 2.98
C -0.40 4.05 0.44
O 5.65 0.68 1.69
Nd 1.42 -0.23 1.25
H -0.25 -1.47 -3.50
C 3.23 2.55 -5.53
H 1.43 -1.61 -6.82
H 4.19 3.06 -5.62
H 2.44 3.32 -5.58
H -0.74 -1.18 -1.27
H 0.71 5.77 -0.23
C 4.54 0.27 1.81
C -5.82 -2.30 0.37
H 0.72 3.38 -2.42
C 1.37 -0.79 -4.81
H 2.79 3.58 -3.00
N -0.96 -1.00 0.77
H -0.83 -0.78 -5.05
H -1.37 0.38 -3.29
H -3.86 -1.11 7.87
H 6.40 -1.33 2.74
H 0.91 0.09 -6.79
H -3.00 -1.74 4.14
H 3.94 -4.84 3.27
H -1.94 -2.38 8.82
C 0.59 -0.59 4.46
H -0.50 -2.72 7.85
N 3.14 -1.79 2.13
H 4.34 0.10 -5.10
H -0.93 1.10 -5.74
C -0.04 -1.37 -4.57
C -0.29 2.76 0.92
C -1.03 1.38 -2.98
C 4.35 -1.19 2.23
H 4.50 3.16 -3.15
Br 1.78 0.05 -1.44
H -5.32 -3.06 -0.24
H 2.25 -1.99 -3.19
H 0.11 2.49 -6.09
H -0.92 -1.04 8.30
H 1.07 3.90 -4.09
C -0.06 -1.02 5.60
C 0.02 1.96 -3.94
H -5.31 -1.36 -2.09
H -1.46 2.73 -5.31
H 1.61 -0.23 4.52
N 3.33 0.94 1.62
H -1.91 2.05 -2.97
C 3.22 1.77 -4.19
H -7.01 0.18 0.75
H 0.47 -1.01 6.55
H -6.89 -2.34 0.16
H -3.97 -0.75 6.14
C -1.85 -0.95 1.80
Si 1.57 0.91 -4.06
C -5.59 -0.55 -1.41
C -1.39 -1.45 5.52
C -2.83 -1.05 -0.75
C 5.34 -3.19 3.08
H 2.06 -3.52 2.41
H -3.39 -3.58 7.36
C 5.46 -1.87 2.70
C 0.76 4.76 0.16
H -3.15 -1.13 -1.78
H -5.10 0.37 -1.72
C 3.04 -3.07 2.50
C 2.37 -1.83 -4.27
H -2.10 -4.02 6.22
H 3.11 1.89 -6.39
C -1.32 -2.01 7.99
C 0.34 3.39 -3.45
H -2.84 0.15 7.16
N 0.03 -0.57 3.25
H 2.18 -2.79 -4.77
C -1.27 -0.97 3.15
H 2.63 -0.33 -6.57
H -5.82 -0.08 2.02
N 0.88 2.16 1.12
H 3.41 -1.56 -4.46
C 4.37 0.75 -4.21
H -1.38 4.49 0.29
C -3.28 -0.83 6.98
C -2.19 -1.89 6.74
H -5.52 1.15 0.77
C 3.49 2.74 -3.02
H -3.58 -3.21 5.64
C 1.98 4.15 0.39
H 3.47 2.23 -2.05
*
```

Total energy, eV: -149248.0423
Largest force on an atom, eV Å⁻¹: 1.8
HOMO (alpha / beta), eV: -13.9050 / -13.9058
⟨S²⟩: 3.753
ΔE to the lowest compared entry with this formula, charge and spin, eV: 0.000
Frontier orbital gap (alpha / beta), eV: 8.32 / 8.36


A structure of composition C45H50MgN4S2, computed with the ωB97M-V functional and the def2-TZVPD basis.

Structure (ORCA input):
```
! RIJCOSX wB97M-V def2-TZVPD def2/J DEFGRID3
* xyz -2 1
C 2.52 1.55 2.99
H -2.55 4.14 1.23
C 3.68 -0.32 -0.63
C -3.59 2.02 3.62
H 0.19 4.85 -0.32
H -3.89 -3.03 1.07
C 0.51 3.23 3.81
C -1.67 1.14 1.69
C -1.91 4.49 -4.11
H 3.53 0.36 0.20
C 0.48 -4.05 0.91
C -2.23 2.16 3.86
H -4.31 2.34 4.37
H 2.91 -2.87 1.34
C 0.51 -5.15 1.75
C -0.61 2.41 -4.03
C 0.47 1.69 -4.85
H -0.71 -0.09 -3.58
H 2.47 0.87 -4.63
C -1.48 3.41 -1.99
H -0.63 -3.14 -1.47
C -0.67 -2.11 -1.13
H 3.89 3.01 3.75
H -1.43 -1.18 4.10
C -1.31 -4.29 3.02
C -1.47 3.46 -0.49
H 1.52 0.77 -3.15
C 1.83 3.60 4.03
H -4.60 -1.89 2.23
H 1.91 -5.98 -0.60
H -3.52 4.11 -0.24
C -0.07 3.84 0.00
C -0.51 -3.04 1.08
H -2.44 5.29 -2.19
H 0.00 3.80 1.09
C 5.19 -1.55 -2.08
C -0.70 -0.13 -2.51
H 0.77 -5.13 -1.65
H -1.90 2.58 4.81
N -0.64 -1.94 0.26
H 0.08 -0.45 -5.26
C 1.19 1.19 2.78
C 4.09 -2.02 -2.81
N -0.65 1.14 -1.87
S -2.13 -1.20 -1.93
H -2.33 5.31 -4.68
H 1.28 -5.91 1.60
H -3.14 -0.75 3.96
H -0.34 -6.17 3.45
C 2.96 -3.70 0.63
C -1.98 4.46 -2.72
H 0.73 0.46 -6.60
N 0.92 0.00 2.09
C 1.73 1.39 -4.02
H 2.07 4.54 4.49
C -2.42 -1.57 3.86
C 0.15 2.04 3.18
H -2.67 -2.33 4.60
C -2.53 4.34 0.16
H 0.68 3.15 -0.41
C -0.38 -5.30 2.80
H -5.07 1.36 2.21
H 1.71 -0.62 1.95
H 6.20 -1.85 -2.36
C 0.05 0.52 -5.75
H -0.98 3.56 -5.79
H -3.42 0.59 0.57
C -2.46 -2.14 2.44
C -1.18 3.49 -4.72
H -0.96 0.68 -6.14
H -4.12 -3.51 2.76
C -3.07 1.04 1.49
H 3.75 -3.47 -0.09
H -1.66 2.45 -0.14
C -4.01 1.47 2.42
C 2.56 -0.80 -1.34
H 0.79 2.46 -5.56
C 2.82 -1.65 -2.46
C 0.35 -1.17 -1.93
C 1.62 -3.88 -0.08
H 5.81 -0.33 -0.44
H 2.50 -4.83 -1.81
H -2.01 -4.38 3.85
H 4.25 -2.67 -3.67
C -1.39 -3.18 2.19
C 2.85 2.75 3.60
H 3.24 -4.60 1.19
C 1.70 -5.02 -1.10
H -2.34 5.40 0.01
C 4.97 -0.70 -1.00
C -0.91 2.24 -2.63
H 2.16 2.32 -3.66
C -3.85 -2.68 2.10
H -0.28 3.92 4.09
Mg -0.33 0.23 0.11
H 0.10 -0.52 2.42
H -2.26 -1.33 1.75
H 3.30 0.88 2.65
C -1.29 1.74 2.91
S 1.30 -2.10 -3.21
N 1.29 -0.55 -1.05
H 1.44 -2.96 -0.63
*
```

Total energy, eV: -80556.0833
Largest force on an atom, eV Å⁻¹: 0.5
HOMO, eV: -1.3101
ΔE to the lowest compared entry with this formula, charge and spin, eV: 0.000
Frontier orbital gap, eV: 5.83


Question: Which value of ΔE to the lowest compared entry with this formula, charge and spin does entry 1 give?
Answer: 0.000 eV


Question: Which value of total energy does entry 2 give?
Answer: -80556.0833 eV


Question: Among the records above, which one has the highest largest force on an atom?
Answer: C42H59BrN5NdO2Si


Question: What is the total energy in the first record?
Answer: -149248.0423 eV